Entry from the OMol25 dataset: a 4-piece molecular cluster, C25H26INO18PS overall in a non-equilibrium geometry (ωB97M-V/def2-TZVPD).

The geometry in ORCA input format:
```
! wB97M-V def2-TZVPD RIJCOSX def2/J DEFGRID3
* xyz -1 1
C 5.093 1.357 1.780
C 4.428 2.729 1.633
O 5.406 3.759 1.932
C 3.260 3.028 2.565
C 2.122 2.016 2.549
O 0.898 2.520 2.103
P -0.269 1.203 2.197
O -1.119 1.885 0.840
C -1.453 2.156 3.379
O -2.614 1.356 3.633
O -2.328 0.545 4.772
O 0.656 0.627 3.659
C 1.716 1.373 3.903
I 3.351 0.300 4.900
N 1.420 2.559 4.822
C 1.041 2.369 5.954
S 0.356 2.253 7.356
H 5.993 1.425 2.389
H 5.415 1.014 0.791
H 4.434 0.586 2.159
H 4.130 2.890 0.594
H 6.243 3.445 1.575
H 2.842 3.983 2.241
H 3.627 3.189 3.580
H 2.409 1.177 1.897
H -1.182 0.094 2.270
H 0.554 0.403 1.340
H -0.708 2.744 0.688
H -1.843 3.076 2.945
H -1.027 2.393 4.353
H -2.240 -0.340 4.391
C 3.205 -3.224 2.287
C 2.728 -4.251 3.005
C 3.588 -5.431 3.377
O 3.081 -6.315 4.044
C 4.966 -5.455 2.919
C 5.439 -4.429 2.202
C 4.586 -3.237 1.849
O 5.115 -2.349 1.206
O 6.685 -4.367 1.743
O 1.478 -4.314 3.443
H 2.596 -2.370 2.019
H 5.571 -6.313 3.179
H 6.746 -3.515 1.267
H 1.404 -5.153 3.937
C -2.507 2.548 -2.099
C -1.681 3.397 -2.727
C -1.912 3.842 -4.147
O -1.120 4.630 -4.634
C -3.060 3.312 -4.860
C -3.888 2.464 -4.237
C -3.662 2.035 -2.804
O -4.477 1.266 -2.319
O -4.962 1.934 -4.816
O -0.600 3.913 -2.154
H -2.341 2.225 -1.074
H -3.211 3.627 -5.883
H -5.382 1.368 -4.137
H -0.186 4.492 -2.822
C -6.242 -2.184 -5.676
C -5.470 -1.732 -4.677
C -4.078 -2.264 -4.442
O -3.438 -1.784 -3.529
C -3.584 -3.315 -5.319
C -4.360 -3.765 -6.312
C -5.739 -3.216 -6.560
O -6.365 -3.676 -7.500
O -3.986 -4.723 -7.157
O -5.862 -0.791 -3.828
H -7.239 -1.807 -5.854
H -2.591 -3.700 -5.135
H -4.737 -4.844 -7.770
H -5.121 -0.646 -3.197
*
```

## Properties
orbital gap = 5.146 eV
LUMO level = -0.12 eV